Entry 1:
The following is a quantum chemistry calculation of a structure of composition C36H36N4NaO2Sb2Se at a distorted geometry, from the OMol25 dataset.

- Charge: -1
- Largest force on an atom: 2.0 eV Å⁻¹
- Calculated total energy: -130811.3932 eV
- LUMO: 1.2 eV
- HOMO-LUMO gap: 5.2 eV

The geometry in XYZ format:
```
82
Properties=species:S:1:pos:R:3:forces:R:3
Na 0.399241 1.112510 0.238167 1.7 -0.8 -0.7
C 1.236269 3.720311 -1.048417 -0.1 0.1 0.1
C 2.151466 2.816214 -1.613125 0.1 -0.1 -0.1
C 2.763300 2.102704 -0.569548 0.2 0.0 -0.1
C 2.232971 2.576728 0.651104 0.6 0.2 0.2
C 1.288812 3.569684 0.351903 0.0 0.4 -0.1
H 0.623475 4.427081 -1.593111 0.0 0.0 0.0
H 2.378153 2.710227 -2.666937 -0.1 0.0 0.0
H 3.550144 1.369259 -0.693719 0.0 0.0 0.0
H 2.549744 2.284815 1.646527 0.0 0.0 0.0
H 0.740009 4.155706 1.077377 -0.1 -0.1 0.0
C -2.757499 -0.000243 2.912165 0.1 0.1 -0.1
Sb -1.138235 -0.957387 1.857701 -0.3 -0.3 0.8
C -2.258948 -2.810156 1.736096 0.0 0.0 -0.2
C -0.170060 -1.472414 3.862816 -0.1 0.1 -0.2
C 0.519124 -2.777614 3.906882 0.2 -0.2 0.0
C -0.198740 -3.915312 4.301053 0.0 0.0 0.0
C 0.348330 -5.186875 4.280984 0.0 -0.1 0.0
C 1.663836 -5.359681 3.876848 0.0 0.0 0.0
C 2.412376 -4.243186 3.539533 0.0 0.0 -0.1
C 1.877746 -2.952634 3.552081 -0.1 -0.1 0.0
C 2.783150 -1.814470 3.228198 -0.1 0.2 -0.2
Sb 2.758231 -1.014451 1.171566 0.7 -0.3 0.4
C 3.832956 -2.728113 0.374476 -0.3 0.0 -0.1
C 4.647930 -0.019700 1.601026 -0.2 0.1 -0.1
H -2.426424 0.945570 3.339234 0.0 0.0 0.0
H -3.138188 -0.650799 3.700779 0.0 0.0 0.0
H -3.542685 0.196743 2.182892 0.0 0.0 0.0
H -1.946391 -3.488679 2.526937 0.0 0.0 0.0
H -2.085602 -3.292138 0.773503 -0.2 0.1 0.1
H -3.321410 -2.591080 1.834269 0.0 0.0 0.0
H -0.987899 -1.440807 4.582969 0.0 0.0 0.0
H 0.497987 -0.631192 4.052262 0.0 0.0 0.0
H -1.220542 -3.785652 4.640011 0.0 0.0 0.0
H -0.244941 -6.038459 4.592407 0.0 0.0 0.0
H 2.112642 -6.345480 3.857487 0.0 0.0 0.0
H 3.454392 -4.369129 3.263194 0.0 0.0 0.0
H 3.820023 -2.111966 3.383383 0.0 0.0 0.0
H 2.574976 -0.944370 3.854117 0.0 0.0 0.0
H 4.893745 -2.642225 0.606943 0.0 0.0 0.0
H 3.704726 -2.771722 -0.708019 0.0 0.0 0.0
H 3.439365 -3.648214 0.806670 0.0 0.0 0.0
H 5.296993 -0.687699 2.168874 -0.1 -0.1 0.0
H 4.489789 0.898207 2.166960 0.0 0.0 0.0
H 5.136864 0.239261 0.661744 0.0 0.0 0.0
Se -0.753817 -4.731947 -6.261418 -0.1 -0.1 -0.2
N -0.779517 -3.001015 -5.867102 0.1 0.2 0.2
C -0.508692 -2.894954 -4.588995 -0.1 -0.1 -0.4
C -0.435353 -1.631280 -3.889834 0.1 0.3 0.6
C -0.734042 -0.435719 -4.545122 0.0 -0.1 0.0
C -0.672927 0.734707 -3.841006 0.1 0.1 -0.1
C -0.231686 0.684716 -2.520839 0.1 0.0 0.1
N 0.071531 -0.427095 -1.871928 -0.2 -0.6 -0.1
C -0.082314 -1.599597 -2.522797 -0.1 0.5 -0.5
C 0.052154 -2.875617 -1.788269 -0.1 -0.5 0.1
N 0.193125 -2.833345 -0.460169 0.1 0.1 -0.1
C 0.208400 -3.964042 0.222115 0.3 0.0 0.1
C 0.136834 -5.226500 -0.358624 0.0 0.0 0.0
C 0.012827 -5.296194 -1.723483 0.0 0.1 -0.2
C -0.057997 -4.111769 -2.460249 0.1 0.2 0.5
C -0.295175 -4.130741 -3.884452 -0.1 -0.3 -0.4
N -0.386804 -5.227575 -4.595356 0.1 0.1 0.2
H -1.025984 -0.469202 -5.586375 0.0 0.0 0.0
H -0.934713 1.685562 -4.283762 0.0 0.0 0.0
H -0.103171 1.617028 -1.984952 0.0 0.1 0.0
H 0.285010 -3.868262 1.301136 0.1 0.0 0.1
H 0.165726 -6.113905 0.258895 0.0 0.0 0.0
H -0.058027 -6.240636 -2.246979 0.0 0.0 0.0
O -1.366261 1.756335 0.753193 -1.9 0.7 0.1
C -2.190061 1.412142 -0.140540 -0.4 -0.1 0.3
O -2.616519 0.250693 -0.323981 -0.1 0.1 -0.1
C -2.676906 2.511548 -1.069222 0.0 0.0 0.0
C -2.364939 3.838234 -0.793236 0.0 0.0 0.0
C -2.779695 4.846417 -1.650412 0.0 0.0 0.0
C -3.506074 4.534250 -2.791887 0.0 0.0 0.0
C -3.821761 3.210732 -3.070161 0.0 0.0 0.0
C -3.409915 2.204061 -2.209147 -0.1 -0.1 0.0
H -1.779224 4.054075 0.089816 0.0 0.0 0.0
H -2.523651 5.877621 -1.438473 0.0 0.0 0.0
H -3.822564 5.322281 -3.465265 0.0 0.0 0.0
H -4.393329 2.966120 -3.958221 0.0 0.0 0.0
H -3.649293 1.165096 -2.400407 0.0 0.0 0.0
```
Positions in Å, forces in eV/Å.

=====

Entry 2:
The following is a quantum chemistry calculation of a structure of composition C36H37As2BN4O5Ti, from the OMol25 dataset.

- Charge: +2
- Largest force on an atom: 0.7 eV Å⁻¹
- Calculated total energy: -199588.8858 eV
- LUMO: -6.7 eV
- HOMO-LUMO gap: 7.4 eV

The geometry in XYZ format:
```
86
Properties=species:S:1:pos:R:3:forces:R:3
Ti 0.490283 -0.164474 -0.308882 -0.6 0.0 0.3
O -3.825961 -0.246683 -0.631417 0.1 -0.1 0.0
C -2.571190 0.106943 -0.643175 -0.2 0.0 -0.1
O -1.649179 -0.687372 -0.487404 0.2 -0.1 0.1
C -2.321739 1.567574 -0.899705 0.0 0.0 0.0
O -1.035517 1.892302 -0.418710 0.0 -0.1 -0.1
C -0.981720 2.476049 0.880469 0.0 0.1 0.1
C -0.533029 1.469970 1.933599 0.2 -0.3 -0.1
O -0.594603 1.607526 3.108768 -0.1 0.2 0.0
O 0.027003 0.365546 1.354507 0.2 0.2 0.0
H -3.918469 -1.207287 -0.487191 0.0 0.1 0.0
H -3.110141 2.184595 -0.468803 0.0 0.0 0.0
H -2.320941 1.716876 -1.984315 0.0 0.0 0.0
H -0.237098 3.273490 0.853584 0.0 0.0 0.0
H -1.937637 2.910691 1.172177 0.0 0.0 0.0
C 3.079917 -2.700586 -0.777979 0.0 -0.1 0.1
C 2.121955 -3.723158 -0.185843 0.0 0.0 0.1
As 0.380054 -2.913590 0.255680 0.0 0.1 -0.1
C -0.844566 -4.154187 -0.614215 0.0 -0.1 0.1
C -0.564373 -5.514310 -0.485511 0.0 0.0 0.1
C -1.423590 -6.460199 -1.022822 0.0 0.0 0.0
C -2.566836 -6.060279 -1.698408 0.0 0.0 0.0
C -2.848327 -4.710028 -1.834680 0.0 0.0 0.0
C -1.995444 -3.760604 -1.289756 0.1 0.1 0.0
C 0.096157 -3.244700 2.136455 0.1 -0.2 0.0
C 0.654135 -4.371983 2.735800 0.0 0.1 0.0
C 0.424178 -4.622694 4.080087 0.0 0.0 0.0
C -0.371596 -3.761466 4.822889 0.0 0.0 0.0
C -0.942636 -2.650727 4.221275 0.0 0.0 0.0
C -0.708847 -2.389754 2.878967 0.0 0.0 0.0
As 2.942563 -1.052525 0.237928 -0.1 0.1 -0.3
C 4.402672 0.015568 -0.390036 0.0 0.0 0.0
C 4.492682 0.279650 -1.754381 0.0 0.0 0.0
C 5.540581 1.050618 -2.232687 0.0 0.0 0.0
C 6.487925 1.556754 -1.351497 0.0 0.0 0.0
C 6.393687 1.291200 0.006863 0.0 0.0 0.0
C 5.348282 0.520089 0.495530 0.0 0.0 0.0
C 3.295129 -1.551007 2.051753 0.0 0.0 0.1
C 4.355304 -2.419050 2.315940 0.0 0.0 0.0
C 4.619734 -2.793502 3.622947 0.0 0.0 0.0
C 3.836852 -2.300451 4.659482 0.0 0.0 0.0
C 2.788986 -1.431546 4.396466 0.0 0.0 0.0
C 2.512897 -1.053976 3.089156 0.0 0.0 0.0
H 2.829628 -2.455893 -1.811902 0.0 0.0 0.0
H 4.114948 -3.044582 -0.759493 0.0 0.0 0.0
H 2.525200 -4.142046 0.735532 0.0 0.0 0.0
H 1.942294 -4.538075 -0.884780 0.0 0.0 0.0
H 0.311617 -5.862464 0.047792 0.0 0.0 0.0
H -1.197417 -7.511795 -0.910096 0.0 0.0 0.0
H -3.235179 -6.799374 -2.118227 0.0 0.0 0.0
H -3.734204 -4.394036 -2.369566 0.0 0.0 0.0
H -2.213003 -2.709947 -1.419642 0.0 0.0 0.0
H 1.268764 -5.066914 2.177659 0.0 0.0 0.0
H 0.862266 -5.496036 4.544267 0.0 0.0 0.0
H -0.552486 -3.962389 5.870247 0.0 0.0 0.0
H -1.569908 -1.981733 4.795279 0.0 0.0 0.0
H -1.152978 -1.514601 2.424789 0.0 0.0 0.0
H 3.753377 -0.106091 -2.449631 0.0 0.0 0.0
H 5.621241 1.252533 -3.292487 0.0 0.0 0.0
H 7.307170 2.155077 -1.726691 0.0 0.0 0.0
H 7.137527 1.681281 0.688424 0.0 0.0 0.0
H 5.283470 0.310926 1.556931 0.0 0.0 0.0
H 4.984107 -2.797763 1.517696 0.0 0.0 0.0
H 5.441757 -3.463911 3.834691 0.0 0.0 0.0
H 4.050552 -2.593419 5.678704 0.0 0.0 0.0
H 2.182012 -1.047649 5.205054 0.0 0.0 0.0
H 1.684024 -0.387684 2.889569 0.0 0.0 0.0
B 1.007952 1.943997 -3.014578 0.1 0.0 -0.1
N 0.965742 0.407987 -3.289875 0.0 0.0 0.1
C 0.987653 -0.176478 -4.478528 0.0 0.0 0.0
C 0.556984 -1.497949 -4.353284 0.0 0.0 0.0
C 0.274719 -1.639867 -3.015143 0.1 0.0 0.0
N 0.531595 -0.479603 -2.354749 0.0 0.1 -0.2
N 1.839443 2.196585 -1.722525 0.0 0.1 0.0
C 2.628964 3.247393 -1.513585 0.0 0.0 0.0
C 2.993035 3.294384 -0.171485 0.0 0.0 -0.1
C 2.365997 2.201457 0.387269 0.0 0.0 0.1
N 1.658389 1.540903 -0.551696 0.0 0.0 -0.1
H -0.122700 2.325484 -2.854977 0.0 0.0 0.0
H 1.573671 2.468323 -3.926772 0.0 0.0 0.0
H 1.289996 0.386985 -5.345755 0.0 0.0 0.0
H 0.463622 -2.236842 -5.128899 0.0 0.0 0.0
H -0.090485 -2.508050 -2.491635 0.0 0.0 0.0
H 2.870597 3.902251 -2.334008 0.0 0.0 0.0
H 3.630120 4.013054 0.311732 0.0 0.0 0.0
H 2.398341 1.835449 1.403467 0.0 0.0 0.0
```
Positions in Å, forces in eV/Å.